Version A
11
Properties=species:S:1:pos:R:3:nbo_charge:R:1 method="wB97M-V/def2-TZVPD" charge=0 e_lumo_ev=-0.4 gap_ha=0.216
S -0.90 -1.28 2.81 -1.027
H -1.69 -2.36 2.99 0.119
C 0.51 0.91 -0.43 -0.040
C -0.48 1.35 -1.15 -0.354
N 0.74 -0.56 -0.38 -0.739
H 1.34 1.46 -0.03 0.230
H -0.68 2.42 -1.24 0.233
H -1.29 0.79 -1.61 0.224
H 0.33 -0.89 0.52 0.487
H 0.40 -1.02 -1.22 0.435
H 1.72 -0.82 -0.25 0.432

***

Version B
11
Properties=species:S:1:pos:R:3:nbo_charge:R:1 method="wB97M-V/def2-TZVPD" smiles=CCNS charge=0 e_lumo_ev=1.0 gap_ha=0.348
C -0.60 -0.93 0.68 -0.659
C -0.56 -0.23 -0.66 -0.219
N 0.86 0.80 -0.92 -0.788
S 1.60 1.36 0.49 0.163
H 0.31 -1.59 0.89 0.206
H -0.48 -0.11 1.40 0.218
H -1.51 -1.46 0.92 0.226
H -0.71 -1.02 -1.53 0.206
H -1.34 0.55 -0.51 0.197
H 1.52 0.18 -1.37 0.361
H 0.91 2.46 0.60 0.089

***

Version C
11
Properties=species:S:1:pos:R:3:nbo_charge:R:1 method="wB97M-V/def2-TZVPD" smiles="C=NC.S" charge=0 e_lumo_ev=0.9 gap_ha=0.385
S -1.39 0.09 2.20 -0.343
H -0.26 0.04 1.47 0.176
C 1.75 0.72 -1.19 -0.453
C 0.71 -1.13 -2.07 -0.057
N 0.53 -0.05 -1.46 -0.387
H 1.64 1.35 -0.32 0.204
H 2.01 1.33 -2.05 0.206
H 2.59 0.03 -1.07 0.179
H 1.69 -1.45 -2.45 0.134
H -0.13 -1.73 -2.39 0.173
H -2.37 0.90 1.83 0.166

***

It is version A that is the least stable of them.

***

Version A
30
Properties=species:S:1:pos:R:3:nbo_charge:R:1 method="wB97M-V/def2-TZVPD" charge=+1 e_lumo_ev=-3.1 gap_ha=0.303
C -2.24 -1.45 -1.38 -0.595
C 0.12 -1.04 1.10 -0.681
C -1.68 1.13 1.71 -0.416
C -2.01 1.57 -0.67 -0.412
C -0.78 -1.00 -1.16 -0.460
C 2.41 -0.30 -0.02 -0.081
C -0.57 -0.31 0.21 0.308
N 3.55 -1.07 0.00 -0.832
N -1.07 0.93 0.45 -0.456
N 2.65 1.25 0.23 -0.724
H -2.68 -1.62 -0.33 0.214
H -2.74 -0.66 -1.79 0.200
H -2.30 -2.29 -2.09 0.237
H 0.28 -2.10 1.01 0.239
H 1.47 -0.50 0.68 0.282
H 0.29 -0.93 2.16 0.238
H -2.33 1.98 1.41 0.209
H -2.34 0.33 2.14 0.207
H -0.98 1.45 2.45 0.200
H -3.06 1.40 -0.34 0.220
H -1.66 2.61 -0.72 0.218
H -1.71 1.06 -1.58 0.207
H -0.05 -1.80 -1.00 0.222
H -0.55 -0.45 -2.04 0.210
H 2.04 -0.25 -1.18 0.174
H 4.20 -1.01 -0.71 0.383
H 3.76 -1.74 0.67 0.401
H 3.18 1.61 -0.56 0.426
H 1.71 1.62 0.28 0.435
H 3.08 1.59 1.09 0.429

***

Version B
30
Properties=species:S:1:pos:R:3:nbo_charge:R:1 method="wB97M-V/def2-TZVPD" charge=+1 e_lumo_ev=-3.0 gap_ha=0.385
C 0.49 -2.33 -0.54 -0.631
C -1.49 -1.67 0.73 -0.611
C 0.59 0.07 1.67 -0.742
C 0.83 0.97 -1.95 -0.441
C 2.01 1.62 0.07 -0.455
C -0.54 -1.21 -0.34 0.069
C 0.37 0.03 0.20 0.599
N -1.53 2.07 1.22 -1.111
N 1.07 0.75 -0.54 -0.337
N -1.40 -0.82 -1.45 -0.852
H 0.32 -2.69 -1.47 0.229
H 1.53 -1.96 -0.58 0.220
H 0.36 -3.15 0.22 0.240
H -0.81 -2.18 1.48 0.215
H -2.08 -2.45 0.44 0.228
H -2.05 -0.87 1.15 0.226
H -0.06 -0.53 2.35 0.269
H 0.44 1.14 1.94 0.285
H 1.64 -0.17 1.87 0.251
H 1.56 0.42 -2.59 0.235
H -0.13 0.53 -2.13 0.246
H 0.77 2.07 -2.11 0.239
H 1.32 2.33 0.59 0.239
H 2.94 1.24 0.56 0.255
H 2.54 2.06 -0.83 0.232
H -1.48 2.75 2.03 0.380
H -1.55 2.71 0.40 0.371
H -2.51 1.66 1.26 0.384
H -2.26 -1.42 -1.31 0.398
H -0.88 -0.97 -2.36 0.369

***

It is version A that is the least stable of them.